# 1
Entry from the OMol25 dataset: C5H7NO as an isolated structure (ωB97M-V/def2-TZVPD).

Structure (XYZ):
```
14
Properties=species:S:1:pos:R:3:forces:R:3:mulliken_charge:R:1
O -0.8611 1.5703 -2.1029 0.4 -0.2 0.3 -0.464
C 0.0665 0.9521 -1.6357 -0.2 0.1 0.0 -0.345
C 0.0184 0.2496 -0.3101 -0.1 0.1 -0.2 0.495
C 0.9092 0.2802 0.9548 0.3 0.2 0.3 -0.352
N -0.0839 -0.8189 1.2930 0.0 -0.1 0.2 -0.475
C 0.1513 -1.2819 -0.1215 0.0 -0.4 -0.2 -0.381
C -1.1244 0.1364 0.6917 -0.4 0.0 0.1 -0.332
H 1.0048 0.8038 -2.2158 -0.1 0.1 0.1 0.306
H 1.9582 0.0052 0.7974 -0.2 -0.3 0.3 0.259
H 0.7977 1.0391 1.7301 0.2 0.5 -0.5 0.260
H 1.1458 -1.7250 -0.2343 -0.2 0.0 -0.2 0.263
H -0.6395 -1.9299 -0.5111 0.1 0.2 -0.1 0.272
H -2.0455 -0.3558 0.3740 0.1 0.0 0.0 0.254
H -1.3368 1.0264 1.2951 0.1 -0.3 0.0 0.240
```
Forces are in eV/Å.

Output
- energy relative to the best compared isomer or geometry (same formula, charge and spin) (kJ/mol) = 351.72
- calculated total energy (a.u.) = -324.59050
- molecular weight (g mol⁻¹) = 97.117
- lowest unoccupied orbital energy (eV) = 0.754
- HOMO-LUMO gap (eV) = 9.93
- F_max (eV Å⁻¹) = 0.78
- 2S+1 = 1

# 2
Entry from the OMol25 dataset: a 2-piece molecular cluster, C5H7NO overall (ωB97M-V/def2-TZVPD).

Structure (XYZ):
```
14
Properties=species:S:1:pos:R:3:forces:R:3:mulliken_charge:R:1
C -0.4048 1.5777 1.6186 -0.1 -0.1 -0.1 -0.684
C -1.0069 0.5739 1.0494 0.1 0.0 0.1 0.198
C -1.5333 -0.4636 0.4466 0.1 0.1 0.1 -0.252
C -1.3707 -0.6527 -1.0212 -0.1 0.1 -0.1 0.059
O -1.1160 0.2394 -1.7958 -0.1 -0.2 0.2 -0.490
H 0.6203 1.4879 1.9650 -0.1 -0.1 0.0 0.256
H -0.8991 2.5311 1.7661 0.0 -0.1 0.0 0.243
H -2.0412 -1.2400 1.0138 0.1 0.1 -0.1 0.356
H -1.5223 -1.6921 -1.3723 0.0 0.2 0.0 0.296
C 1.8160 -0.1036 -0.8740 -0.2 -0.2 0.0 -0.349
N 1.3928 -1.2762 -0.6389 0.3 0.3 0.0 -0.409
H 1.1382 0.6030 -1.3577 0.1 -0.1 0.0 0.291
H 2.8193 0.2563 -0.6207 -0.1 -0.1 0.0 0.266
H 2.1076 -1.8410 -0.1788 0.0 0.0 0.0 0.219
```
Forces are in eV/Å.

Output
- energy relative to the best compared isomer or geometry (same formula, charge and spin) (kJ/mol) = 303.90
- calculated total energy (a.u.) = -324.60872
- molecular weight (g mol⁻¹) = 97.117
- lowest unoccupied orbital energy (eV) = 0.667
- SMILES = C=C=CC=O.C=N
- HOMO-LUMO gap (eV) = 10.31
- F_max (eV Å⁻¹) = 0.42
- 2S+1 = 1

# 3
Entry from the OMol25 dataset: one molecule with the formula C5H7NO (ωB97M-V/def2-TZVPD).

Structure (XYZ):
```
14
Properties=species:S:1:pos:R:3:forces:R:3:mulliken_charge:R:1
C -1.5751 -1.1067 0.1853 -0.2 0.1 0.1 -1.040
C -0.3403 -0.3682 0.5829 0.0 0.0 -0.5 -0.080
O 0.6811 -1.2549 0.8458 0.1 -0.2 -0.3 -0.327
C 1.7968 -0.7658 0.2877 0.2 0.2 -0.2 -0.434
C 1.5795 0.4657 -0.2487 -0.1 -0.1 0.0 -0.537
C 0.1851 0.7378 -0.0276 0.0 -0.2 0.1 0.829
N -0.5596 1.8350 -0.5017 0.2 0.0 0.1 -0.576
H -2.3325 -0.4372 -0.2233 0.0 0.0 0.2 0.328
H -1.2254 -1.7438 -0.6380 -0.3 -0.1 0.0 0.288
H -1.9950 -1.7589 0.9542 0.0 0.2 0.0 0.283
H 2.6383 -1.4423 0.2783 0.1 0.3 0.2 0.413
H 2.2668 1.0491 -0.8497 0.0 0.0 0.3 0.339
H 0.0375 2.5699 -0.8640 -0.2 -0.1 0.1 0.258
H -1.1572 2.2203 0.2189 0.0 0.0 -0.2 0.256
```
Forces are in eV/Å.

Output
- energy relative to the best compared isomer or geometry (same formula, charge and spin) (kJ/mol) = 124.11
- calculated total energy (a.u.) = -324.67720
- molecular weight (g mol⁻¹) = 97.117
- lowest unoccupied orbital energy (eV) = 1.021
- SMILES = Cc1occc1N
- HOMO-LUMO gap (eV) = 8.80
- F_max (eV Å⁻¹) = 0.50
- 2S+1 = 1

# 4
Entry from the OMol25 dataset: one molecule with the formula C5H7NO in a non-equilibrium geometry (ωB97M-V/def2-TZVPD).

Structure (XYZ):
```
14
Properties=species:S:1:pos:R:3:forces:R:3:mulliken_charge:R:1
C 2.3510 -0.1277 0.1002 0.1 0.1 0.0 -1.048
C 0.9661 0.4588 -0.0969 -0.2 -0.3 -0.1 0.763
C -0.0870 -0.4325 -0.2842 0.2 -0.4 0.1 -0.651
C -1.3873 0.0796 -0.1235 0.3 0.2 -0.2 0.693
N -2.4338 -0.7987 -0.0108 0.0 0.2 -0.1 -0.465
C -1.4388 1.4591 -0.3062 1.1 -0.1 0.1 -0.495
O 0.7152 1.6976 -0.0412 -1.0 -0.6 -0.4 -0.646
H 3.0814 0.3075 -0.5855 -0.1 0.1 0.1 0.304
H 2.3154 -1.2110 -0.0595 0.0 0.3 0.0 0.278
H 2.7022 0.0469 1.1231 -0.1 0.1 -0.2 0.276
H 0.0592 -1.4457 -0.6144 0.0 -0.3 0.3 0.281
H -2.2115 -1.7353 0.2976 0.0 0.3 -0.2 0.219
H -3.3794 -0.4973 0.1566 0.2 0.2 0.0 0.226
H -1.2528 2.1990 0.4448 -0.6 0.3 0.6 0.265
```
Forces are in eV/Å.

Output
- energy relative to the best compared isomer or geometry (same formula, charge and spin) (kJ/mol) = 372.13
- calculated total energy (a.u.) = -324.58273
- molecular weight (g mol⁻¹) = 97.117
- lowest unoccupied orbital energy (eV) = -0.081
- HOMO-LUMO gap (eV) = 8.17
- F_max (eV Å⁻¹) = 1.18
- 2S+1 = 1

# 5
Entry from the OMol25 dataset: one molecule with the formula C5H7NO (ωB97M-V/def2-TZVPD).

Structure (XYZ):
```
14
Properties=species:S:1:pos:R:3:forces:R:3:mulliken_charge:R:1
C -0.9536 1.7625 1.3566 0.0 0.0 0.1 -0.978
C -0.1533 0.6973 1.1810 -0.1 0.2 0.1 0.619
C 0.9852 0.4742 0.3373 -0.3 0.1 -0.2 -1.035
C 0.6294 -0.7870 -0.2048 -0.3 0.1 -0.1 0.753
N 0.6187 -0.8700 -1.6743 0.2 -0.1 -0.3 -0.314
C -0.3264 -1.4150 0.5290 0.0 0.0 -0.1 -0.869
O -0.6040 -0.5847 1.5960 -0.1 0.0 0.0 -0.418
H -0.0250 -0.1177 -1.9438 0.1 -0.2 -0.1 0.369
H -0.6683 2.7090 0.9100 0.0 -0.1 0.3 0.256
H -1.9286 1.6545 1.8114 0.2 0.1 0.2 0.282
H 1.4401 1.2649 -0.2486 -0.1 0.0 0.0 0.268
H 1.5252 -0.6519 -2.0971 0.0 -0.2 0.1 0.350
H 0.2595 -1.7500 -2.0477 0.2 0.0 0.1 0.331
H -0.7990 -2.3861 0.4951 0.1 0.1 0.0 0.387
```
Forces are in eV/Å.

Output
- energy relative to the best compared isomer or geometry (same formula, charge and spin) (kJ/mol) = 505.91
- calculated total energy (a.u.) = -324.53178
- molecular weight (g mol⁻¹) = 97.117
- lowest unoccupied orbital energy (eV) = -0.355
- HOMO-LUMO gap (eV) = 5.16
- F_max (eV Å⁻¹) = 0.40
- 2S+1 = 1

# 6
Entry from the OMol25 dataset: one molecule with the formula C5H7NO in a non-equilibrium geometry (ωB97M-V/def2-TZVPD).

Structure (XYZ):
```
14
Properties=species:S:1:pos:R:3:forces:R:3:mulliken_charge:R:1
C 0.8173 1.5073 1.2538 0.1 0.0 0.0 -1.165
C -0.4038 0.6315 0.9652 0.0 0.0 0.0 -0.421
C -0.1506 -0.3734 -0.1152 0.4 -0.2 0.2 0.474
C -1.1032 -1.2845 -2.0726 0.1 -0.8 -0.9 -0.446
O -1.0663 -0.4858 -1.0667 -0.4 0.9 0.7 -0.246
C 0.9444 -1.2520 -0.1827 0.6 -0.5 -0.1 0.133
N 1.8217 -2.0097 -0.3094 -0.7 0.6 0.1 -0.466
H 1.6778 0.8934 1.5394 -0.1 0.1 0.0 0.337
H 0.6150 2.2039 2.0733 0.0 -0.1 -0.1 0.345
H 1.0974 2.0854 0.3680 0.0 -0.1 0.1 0.314
H -0.7251 0.1352 1.8923 0.1 0.0 -0.1 0.246
H -1.2465 1.2503 0.6386 0.1 -0.1 0.0 0.305
H -1.9650 -1.1659 -2.7122 0.1 0.0 0.1 0.275
H -0.3044 -2.0025 -2.2267 -0.1 0.1 0.0 0.314
```
Forces are in eV/Å.

Output
- energy relative to the best compared isomer or geometry (same formula, charge and spin) (kJ/mol) = 344.95
- calculated total energy (a.u.) = -324.59308
- molecular weight (g mol⁻¹) = 97.117
- lowest unoccupied orbital energy (alpha / beta) (eV) = 0.222 / -0.268
- HOMO-LUMO gap (alpha / beta) (eV) = 8.21 / 7.72
- F_max (eV Å⁻¹) = 1.23
- 2S+1 = 1

# 7
Entry from the OMol25 dataset: C5H7NO as an isolated structure in a non-equilibrium geometry (ωB97M-V/def2-TZVPD).

Structure (XYZ):
```
14
Properties=species:S:1:pos:R:3:forces:R:3:mulliken_charge:R:1
O 2.3216 0.1308 0.4144 -1.4 -1.3 0.8 -0.583
C 1.1332 0.5218 -0.6136 1.6 -0.8 1.9 -0.665
C 0.0378 -0.5501 -0.7985 0.5 -0.4 -0.2 -0.074
C -0.3561 -0.4063 0.6959 0.1 -0.2 0.4 -0.349
C -1.8086 -0.2746 0.2859 -0.1 0.0 -0.1 -0.383
N -1.1196 0.4632 -0.8549 0.4 0.2 -0.3 -0.610
C -0.0909 1.0194 0.1499 0.4 0.4 0.4 0.011
H 2.7547 -0.6456 0.0180 -0.2 0.3 0.2 0.311
H 2.0922 0.9127 -0.9538 -1.7 1.4 -2.9 0.510
H -0.0086 -1.4533 -1.4175 0.2 0.2 0.2 0.465
H 0.1287 -0.8774 1.5524 -0.1 0.0 -0.1 0.392
H -2.3514 -1.1773 -0.0244 0.2 0.2 0.0 0.248
H -2.4616 0.3626 0.8975 0.2 -0.1 -0.2 0.246
H -0.2713 1.9741 0.6486 0.1 -0.2 0.0 0.480
```
Forces are in eV/Å.

Output
- energy relative to the best compared isomer or geometry (same formula, charge and spin) (kJ/mol) = 597.72
- calculated total energy (a.u.) = -324.49681
- molecular weight (g mol⁻¹) = 97.117
- lowest unoccupied orbital energy (eV) = 0.913
- HOMO-LUMO gap (eV) = 10.19
- F_max (eV Å⁻¹) = 3.66
- 2S+1 = 1

# 8
Entry from the OMol25 dataset: one molecule with the formula C5H7NO (ωB97M-V/def2-TZVPD).

Structure (XYZ):
```
14
Properties=species:S:1:pos:R:3:forces:R:3:mulliken_charge:R:1
C 0.6489 1.6275 0.6083 0.1 0.0 -0.1 -1.073
C -0.0670 0.3939 0.1672 0.1 0.5 0.4 0.724
N -1.3337 0.1131 0.7391 -0.1 -0.1 -0.2 -0.605
C -0.2180 -0.9499 0.7549 0.1 -0.1 0.1 -0.302
C -0.1778 -1.6490 -0.5158 -0.4 -0.4 -0.1 -0.463
C 0.1764 -0.5439 -1.3967 0.4 -0.3 0.1 0.111
O -0.1517 -0.2307 -2.5489 -0.1 0.1 0.1 -0.656
H 1.6676 1.6797 0.2179 -0.1 0.0 0.1 0.300
H 0.6829 1.6218 1.7054 0.0 0.0 -0.2 0.337
H 0.0976 2.5203 0.2994 0.1 -0.1 0.0 0.265
H -2.0426 -0.1734 0.0737 0.0 0.0 0.0 0.334
H 0.0690 -1.3079 1.7378 0.0 0.1 -0.2 0.404
H -0.6300 -2.6084 -0.7708 0.1 0.1 0.0 0.390
H 1.2784 -0.4933 -1.0715 -0.1 0.2 -0.1 0.234
```
Forces are in eV/Å.

Output
- energy relative to the best compared isomer or geometry (same formula, charge and spin) (kJ/mol) = 565.40
- calculated total energy (a.u.) = -324.50912
- molecular weight (g mol⁻¹) = 97.117
- lowest unoccupied orbital energy (alpha / beta) (eV) = -1.490 / -0.996
- HOMO-LUMO gap (alpha / beta) (eV) = 7.02 / 7.75
- F_max (eV Å⁻¹) = 0.64
- 2S+1 = 1

# 9
Entry from the OMol25 dataset: one molecule with the formula C5H7NO in a non-equilibrium geometry (ωB97M-V/def2-TZVPD).

Structure (XYZ):
```
14
Properties=species:S:1:pos:R:3:forces:R:3:mulliken_charge:R:1
O 2.0529 0.1834 -1.3219 -0.1 -0.3 0.3 -0.334
C 1.6641 0.0920 -0.0625 0.3 0.9 -0.3 -0.825
C 0.5248 1.0310 0.2192 0.5 0.0 -0.1 0.472
C -0.9178 0.8457 -0.0832 -0.1 0.1 -0.4 -0.170
C -1.2729 -0.6019 -0.3526 0.1 -0.1 0.0 -0.615
C -0.3864 -0.9079 0.8789 -0.7 -0.1 0.2 -0.258
N -0.3936 0.5469 1.2733 0.3 0.0 0.3 -0.657
H 2.8068 -0.4259 -1.3898 -0.1 0.3 -0.2 0.453
H 0.6732 -1.1313 0.6351 -0.4 -0.7 0.1 0.199
H 0.8690 2.0610 0.3138 -0.1 -0.1 0.0 0.470
H -1.5471 1.7184 -0.2618 0.1 -0.3 0.0 0.383
H -1.0019 -1.0407 -1.3179 0.0 0.1 0.1 0.252
H -2.3420 -0.7624 -0.1708 0.3 -0.1 0.1 0.286
H -0.7292 -1.6084 1.6401 -0.1 0.2 -0.1 0.343
```
Forces are in eV/Å.

Output
- energy relative to the best compared isomer or geometry (same formula, charge and spin) (kJ/mol) = 509.70
- calculated total energy (a.u.) = -324.53033
- molecular weight (g mol⁻¹) = 97.117
- lowest unoccupied orbital energy (eV) = 0.775
- HOMO-LUMO gap (eV) = 9.30
- F_max (eV Å⁻¹) = 1.01
- 2S+1 = 1

# 10
Entry from the OMol25 dataset: one molecule with the formula C5H7NO (ωB97M-V/def2-TZVPD).

Structure (XYZ):
```
14
Properties=species:S:1:pos:R:3:forces:R:3:mulliken_charge:R:1
C -1.8217 0.5365 -0.6227 0.0 0.0 0.0 -1.095
C -0.8492 -0.6215 -0.7149 -0.1 -0.2 -0.1 0.408
O -1.1227 -1.6295 -1.3271 0.0 0.3 0.3 -0.516
C 0.4718 -0.4835 -0.0520 -0.2 0.0 -0.2 0.487
C 1.4313 0.6659 0.1261 0.1 0.2 -0.1 -0.443
C 0.9383 -0.1380 1.2764 -0.1 0.2 0.3 -0.244
N 1.1481 -1.4828 0.7520 0.2 -0.1 -0.1 -0.521
H -1.7107 1.1902 -1.4948 0.0 -0.1 0.1 0.266
H -1.6813 1.1350 0.2822 0.0 -0.1 -0.1 0.321
H -2.8337 0.1247 -0.6423 0.1 0.1 0.0 0.352
H 2.4566 0.5230 -0.2269 -0.2 0.0 0.1 0.183
H 1.0421 1.6773 0.0045 0.0 -0.1 0.0 0.239
H 0.4140 0.1105 2.1882 0.0 -0.1 -0.2 0.318
H 2.1169 -1.6078 0.4513 -0.1 0.0 0.0 0.245
```
Forces are in eV/Å.

Output
- energy relative to the best compared isomer or geometry (same formula, charge and spin) (kJ/mol) = 284.78
- calculated total energy (a.u.) = -324.61600
- molecular weight (g mol⁻¹) = 97.117
- lowest unoccupied orbital energy (eV) = 0.904
- SMILES = CC(=O)[C@@]12C[C@@H]1N2
- HOMO-LUMO gap (eV) = 10.70
- F_max (eV Å⁻¹) = 0.41
- 2S+1 = 1